## w
DFT (the ωB97M-V functional and the def2-TZVPD basis) results for a 2-piece molecular cluster, H5NO overall.

Atoms and positions in Å:
O (-0.281, 1.889, -0.083)
N (0.064, -1.155, 0.066)
H (-0.282, -2.117, 0.146)
H (1.032, -1.214, -0.268)
H (0.623, 2.057, 0.267)
H (-0.480, -0.703, -0.676)
H (-0.675, 1.244, 0.547)

Properties
net charge: 0
gap between HOMO and LUMO: 11.39 eV
multiplicity: 1
structure (SMILES): N.O

---

## x
DFT (the ωB97M-V functional and the def2-TZVPD basis) results for a 2-piece molecular cluster, H5NO overall.

Atoms and positions in Å:
O (-0.857, -0.297, 0.941)
N (0.875, 0.232, -1.165)
H (0.057, 0.826, -1.064)
H (-1.602, -0.245, 1.565)
H (0.781, -0.413, -0.387)
H (-0.140, -0.221, 1.524)
H (1.639, 0.811, -1.013)

Properties
net charge: 0
gap between HOMO and LUMO: 10.48 eV
multiplicity: 1
structure (SMILES): N.O

---

Least stable = x

---

## w
DFT (the ωB97M-V functional and the def2-TZVPD basis) results for one molecule with the formula C2H7NO3S.

Atoms and positions in Å:
S (0.962, 0.166, -1.004)
O (0.470, -0.078, -2.338)
O (0.608, 1.742, -0.718)
O (2.284, -0.067, -0.590)
N (-0.026, -0.517, 0.099)
C (-1.491, -0.234, -0.091)
C (0.418, -0.580, 1.376)
H (1.301, -1.055, 1.427)
H (-0.335, -1.504, 1.898)
H (-1.975, -0.358, -1.283)
H (0.445, 0.516, 1.934)
H (-2.170, -1.050, 0.479)
H (-1.766, 0.902, 0.045)
H (1.275, 2.117, -1.235)

Properties
net charge: 0
gap between HOMO and LUMO: 10.87 eV
multiplicity: 1
structure (SMILES): CN(C)S(=O)(=O)O

---

## x
DFT (the ωB97M-V functional and the def2-TZVPD basis) results for a 2-piece molecular cluster, C2H7NO3S overall.

Atoms and positions in Å:
S (-1.128, 0.681, -0.335)
O (-0.549, 1.523, -1.401)
O (-0.614, 1.022, 1.034)
O (-2.712, 0.860, -0.209)
N (1.627, -0.342, 1.178)
C (1.900, -0.106, -0.134)
C (-0.741, -0.920, -0.692)
H (-3.078, 1.405, 0.485)
H (1.805, -1.317, 1.433)
H (0.716, 0.101, 1.348)
H (1.463, 0.819, -0.402)
H (-0.697, -1.659, 0.142)
H (-0.636, -1.405, -1.654)
H (2.645, -0.663, -0.793)

Properties
net charge: 0
gap between HOMO and LUMO (spin up / spin down): 7.00 / 7.00 eV
multiplicity: 1

---

Least stable = x

---

## w
DFT (the ωB97M-V functional and the def2-TZVPD basis) results for a 2-piece molecular cluster, C5H6F3NO2 overall.

Atoms and positions in Å:
F (-1.303, -0.032, 1.451)
F (-2.258, 1.292, 0.052)
F (-2.970, -0.721, 0.279)
O (2.232, -1.935, 0.466)
O (-0.448, 0.533, -1.644)
N (1.971, -0.782, 0.630)
C (1.666, 0.332, 0.635)
C (-0.906, -0.462, -0.846)
C (1.393, 1.716, 0.921)
C (-1.861, 0.033, 0.225)
C (-0.615, -1.751, -0.924)
H (0.817, 2.150, 0.104)
H (-1.045, -2.453, -0.234)
H (0.816, 1.796, 1.843)
H (2.329, 2.264, 1.034)
H (0.072, -2.136, -1.655)
H (0.108, 0.157, -2.339)

Properties
net charge: 0
gap between HOMO and LUMO: 9.99 eV
multiplicity: 1
structure (SMILES): C=C(O)C(F)(F)F.CC#[N+][O-]

---

## x
DFT (the ωB97M-V functional and the def2-TZVPD basis) results for C5H6F3NO2 as an isolated structure.

Atoms and positions in Å:
F (-2.214, -4.723, -1.646)
F (-0.457, -4.069, -0.551)
F (-2.423, -3.834, 0.310)
O (-0.170, 1.249, -2.164)
O (-0.941, -0.841, -2.136)
N (-1.094, -0.512, 0.738)
C (-0.605, 0.143, -1.563)
C (-1.748, -3.747, -0.811)
C (-0.453, 0.222, -0.086)
C (-0.476, 0.158, 1.867)
C (0.355, 1.068, 0.903)
H (-1.710, -2.766, -1.265)
H (-1.080, 0.630, 2.787)
H (0.100, 2.171, 1.062)
H (1.350, 0.849, 0.837)
H (-0.280, 1.386, -3.145)
H (0.132, -0.601, 2.247)

Properties
net charge: 0
gap between HOMO and LUMO: 10.81 eV
multiplicity: 1

---

Least stable = w

---

## w
DFT (the ωB97M-V functional and the def2-TZVPD basis) results for a 2-piece molecular cluster, C8H15N2O overall.

Atoms and positions in Å:
O (1.448, 0.348, -0.932)
N (0.763, -2.547, 0.343)
N (-0.542, 0.176, -1.739)
C (-3.103, -0.261, 1.985)
C (1.919, 1.244, -1.929)
C (2.335, 2.597, -1.238)
C (-0.866, -1.286, 1.860)
C (-1.884, -0.266, 1.592)
C (0.273, 0.002, -0.717)
C (0.239, -1.449, 0.913)
C (0.525, -0.804, 2.200)
H (-0.420, 1.043, -2.255)
H (-1.364, 0.577, 0.998)
H (-1.426, -0.082, -1.656)
H (1.740, -2.371, 0.233)
H (1.459, 2.895, -0.574)
H (2.760, 0.748, -2.511)
H (0.195, -3.210, -0.148)
H (2.500, 3.313, -2.101)
H (-3.810, 0.483, 1.849)
H (1.089, 1.474, -2.706)
H (1.101, -1.416, 2.834)
H (3.248, 2.500, -0.649)
H (-3.421, -1.136, 2.632)
H (0.652, 0.347, 2.117)
H (-1.229, -2.078, 2.323)

Properties
net charge: +1
gap between HOMO and LUMO: 9.89 eV
multiplicity: 1

---

## x
DFT (the ωB97M-V functional and the def2-TZVPD basis) results for an isolated ion of composition C8H15N2O and charge +1.

Atoms and positions in Å:
O (-2.911, -1.085, -0.438)
N (-0.469, 1.355, -0.449)
N (-0.643, -1.019, -1.382)
C (-0.962, -1.003, 1.073)
C (-1.530, 0.736, -0.063)
C (-1.549, -0.727, -0.312)
C (3.521, 0.136, -0.609)
C (2.230, -0.579, -0.158)
C (1.447, -0.216, 0.850)
C (-2.725, 1.323, 0.644)
C (0.300, -0.947, 1.516)
H (-3.513, 1.639, -0.186)
H (-3.068, 0.674, 1.298)
H (3.806, 0.918, 0.093)
H (-2.591, 2.354, 0.997)
H (3.250, 0.804, -1.507)
H (4.170, -0.704, -0.700)
H (0.123, -1.616, -1.165)
H (1.599, 0.852, 1.361)
H (-0.337, 2.272, -0.074)
H (0.701, -1.190, 2.538)
H (-1.153, -1.425, -2.133)
H (-2.843, -1.935, -0.807)
H (0.223, 0.800, -0.889)
H (-1.804, -1.483, 1.796)
H (2.115, -1.498, -0.715)

Properties
net charge: +1
gap between HOMO and LUMO: 9.45 eV
multiplicity: 1
structure (SMILES): C/C=C/C=C\[C@@](N)(O)C(C)=[NH2+]

---

## y
DFT (the ωB97M-V functional and the def2-TZVPD basis) results for a 2-piece molecular cluster, C8H15N2O overall.

Atoms and positions in Å:
O (1.510, -1.312, 0.666)
N (-1.768, -0.622, 0.415)
N (1.899, 0.972, 0.032)
C (-1.405, 1.317, -0.608)
C (1.196, -0.602, -1.724)
C (2.064, 1.400, 1.449)
C (1.177, -0.266, -0.225)
C (-2.992, -0.150, -0.005)
C (-1.520, -1.935, 0.982)
C (-0.835, 0.295, 0.071)
C (-2.781, 0.995, -0.690)
H (0.675, 0.117, -2.406)
H (-0.968, 2.302, -0.939)
H (-2.539, -2.526, 0.900)
H (1.130, 1.533, 1.933)
H (-3.472, 1.809, -1.042)
H (2.043, -2.037, 0.292)
H (2.669, 2.405, 1.531)
H (2.157, -0.561, -2.090)
H (0.720, -1.544, -1.986)
H (2.480, 0.592, 2.018)
H (-0.719, -2.431, 0.254)
H (-0.943, -1.771, 1.814)
H (1.453, 1.568, -0.644)
H (-4.051, -0.643, 0.247)
H (2.820, 1.093, -0.243)

Properties
net charge: +1
gap between HOMO and LUMO: 8.63 eV
multiplicity: 1

---

Least stable = w

---

## w
DFT (the ωB97M-V functional and the def2-TZVPD basis) results for a 14-piece molecular cluster, C5H37NO15 overall.

Atoms and positions in Å:
O (1.837, 3.032, 1.408)
O (-1.481, -3.646, -0.046)
O (2.353, -1.580, 3.019)
O (1.054, 3.801, -1.763)
O (3.608, 1.751, 0.192)
O (0.112, 1.341, -2.664)
O (-2.194, -1.575, -2.183)
O (1.429, 1.178, 3.247)
O (2.061, -2.339, -0.351)
O (-2.344, 1.037, -1.604)
O (-0.058, -3.059, -2.579)
O (-0.982, -0.700, -4.459)
O (0.519, -3.087, 1.713)
O (-0.890, 3.212, 0.126)
O (1.929, -0.573, -1.707)
N (-0.715, -0.306, 2.982)
C (-2.695, 0.496, 1.428)
C (1.650, -1.242, -0.591)
C (0.861, -0.320, 0.329)
C (-0.569, -0.486, 0.451)
C (-1.201, 0.299, 1.625)
H (1.457, 3.404, -0.964)
H (2.036, 0.451, 3.263)
H (2.244, -1.734, 2.106)
H (-0.320, -3.859, -2.915)
H (-0.980, -0.087, -0.494)
H (3.076, 2.307, 0.692)
H (-1.610, -0.962, -3.734)
H (1.308, -0.496, 1.403)
H (0.530, 0.817, 3.439)
H (4.374, 2.106, -0.154)
H (0.600, 0.595, -2.320)
H (-1.768, 1.367, -2.301)
H (-2.082, 1.475, -0.775)
H (0.152, 4.101, -1.438)
H (-2.412, -0.598, -1.776)
H (1.186, 0.696, -0.016)
H (1.240, -3.363, 1.087)
H (-1.117, 3.519, 0.967)
H (-0.880, -1.509, 0.521)
H (-0.399, 2.429, 0.344)
H (-2.876, 1.299, 0.647)
H (-1.090, 0.263, -4.401)
H (-1.738, -2.916, -0.675)
H (-0.799, -4.106, -0.588)
H (-3.078, -0.436, 0.882)
H (-1.356, -0.568, 3.705)
H (-3.085, -1.810, -2.494)
H (-0.133, -1.113, 2.876)
H (-3.270, 0.725, 2.367)
H (1.496, 2.525, 2.240)
H (2.073, -1.161, -2.634)
H (2.099, 3.844, 1.742)
H (-0.743, 1.296, 1.554)
H (-0.694, -2.400, -3.007)
H (0.523, 2.225, -2.483)
H (2.024, -2.244, 3.473)
H (-0.269, -3.314, 1.286)

Properties
net charge: +1
gap between HOMO and LUMO (spin up / spin down): 10.11 / 4.22 eV
multiplicity: 2

---

## x
DFT (the ωB97M-V functional and the def2-TZVPD basis) results for a 14-piece molecular cluster, C5H37NO15 overall.

Atoms and positions in Å:
O (1.134, -1.721, -2.067)
O (-1.702, -2.178, -3.932)
O (3.995, 1.678, -0.115)
O (2.205, -0.572, 0.572)
O (0.961, 2.231, -1.848)
O (-4.666, 1.418, 1.127)
O (-1.790, -0.555, -1.852)
O (3.770, -2.473, -1.905)
O (0.303, -1.519, 2.016)
O (0.220, 0.151, -3.581)
O (-1.455, 2.109, -0.038)
O (-1.830, -2.728, 2.965)
O (3.924, 0.229, -2.740)
O (-3.907, 1.259, -1.351)
O (-0.550, 2.801, -4.756)
N (-0.707, 0.856, 1.626)
C (-1.720, 1.331, 0.912)
C (-0.797, 0.366, 3.055)
C (0.435, -0.548, 3.146)
C (-0.885, 1.536, 4.021)
C (0.575, -1.473, 4.318)
H (-0.213, -1.993, 4.837)
H (-1.944, 1.864, 4.096)
H (-0.560, 1.201, 5.019)
H (-3.344, 1.995, -1.061)
H (1.389, -0.070, 2.967)
H (1.271, -1.138, 5.113)
H (-2.782, 1.096, 1.019)
H (1.783, -1.074, 1.336)
H (0.198, -1.473, -2.108)
H (-0.232, 2.341, 3.745)
H (4.117, 1.535, -1.064)
H (4.187, -0.710, -2.859)
H (-1.035, -1.663, -4.406)
H (1.829, 1.813, -1.798)
H (-0.418, 1.840, -4.767)
H (0.189, 0.915, -2.979)
H (-1.658, -0.302, 3.139)
H (0.496, 2.102, -1.018)
H (1.530, -1.229, -1.333)
H (2.826, 0.052, 0.990)
H (2.961, 0.179, -2.777)
H (-3.270, 0.762, -1.889)
H (-2.101, -1.319, -1.365)
H (-1.900, -0.653, -2.815)
H (0.216, 1.202, 1.349)
H (2.969, -2.892, -2.241)
H (-1.947, -2.489, 3.890)
H (3.875, -2.599, -0.962)
H (1.006, -0.395, -3.496)
H (-1.302, -3.023, -3.695)
H (-0.845, -2.903, 2.841)
H (-4.765, 2.032, 0.390)
H (-5.300, 0.705, 1.011)
H (1.166, -2.378, 4.071)
H (-0.411, -1.219, 1.442)
H (4.270, 2.574, 0.102)
H (0.236, 3.118, -4.300)

Properties
net charge: +1
gap between HOMO and LUMO (spin up / spin down): 8.91 / 4.05 eV
multiplicity: 2

---

Least stable = w

---

## w
DFT (the ωB97M-V functional and the def2-TZVPD basis) results for one molecule with the formula C6H8N2S.

Atoms and positions in Å:
S (2.556, 0.902, -0.568)
N (-0.928, 3.399, 0.004)
N (0.451, -0.854, -1.504)
C (0.680, 0.428, -1.123)
C (-0.713, 2.268, 0.028)
C (1.979, 0.808, 1.096)
C (-1.361, -0.003, 0.329)
C (-0.195, 0.933, 0.075)
C (0.671, 0.790, 1.316)
H (-0.941, -1.009, 0.136)
H (-2.124, -0.069, -0.542)
H (0.601, 1.059, -1.946)
H (2.674, 0.784, 1.854)
H (0.233, 0.944, 2.356)
H (0.996, -1.578, -1.001)
H (0.570, -1.246, -2.518)
H (-1.822, 0.192, 1.259)

Properties
net charge: 0
gap between HOMO and LUMO: 9.12 eV
multiplicity: 1
structure (SMILES): C[C@@]1(C#N)C=CS[C@H]1N

---

## x
DFT (the ωB97M-V functional and the def2-TZVPD basis) results for one molecule with the formula C6H8N2S.

Atoms and positions in Å:
S (2.237, -1.221, -0.017)
N (-1.635, -0.569, 0.032)
N (-1.847, 0.752, -0.191)
C (-2.802, -1.301, 0.072)
C (2.496, 1.304, 0.066)
C (-0.326, -0.992, 0.088)
C (3.246, 0.141, -0.119)
C (1.180, 1.107, 0.300)
C (0.839, -0.220, 0.186)
H (-2.768, -2.451, 0.196)
H (-0.334, -2.104, 0.178)
H (0.606, 1.939, 0.490)
H (2.834, 2.279, 0.083)
H (-3.615, -0.849, -0.560)
H (4.390, 0.162, 0.021)
H (-2.795, 1.022, 0.297)
H (-1.707, 1.001, -1.122)

Properties
net charge: 0
gap between HOMO and LUMO (spin up / spin down): 6.88 / 6.74 eV
multiplicity: 1

---

Least stable = x